Molecular formula: H3N3O2
Method: DFT, ωB97M-V/def2-TZVPD

Each line ends with the Löwdin charge.
Cartesian coordinates (Å):
N 1.500 0.301 0.081  0.07
N 0.449 -0.530 0.066  0.02
N -0.704 -0.012 0.109  -0.41
O -0.980 1.187 0.182  -0.02
O -1.660 -1.012 0.255  0.05
H 2.341 -0.225 -0.233  0.12
H 1.437 1.240 -0.049  0.04
H -2.383 -0.948 -0.411  0.13

Output
Energy above the lowest of the compared OMol25 structures with the same formula, charge and spin: 14.20 kcal per mole
E: -316.384192 Eh
HOMO-LUMO gap: 9.738 eV
LUMO: 0.95 eV
Structure (SMILES): N/N=[N+](\[O-])O
Charge: 0
E_HOMO: -8.8 eV